A gas-phase ion, C9H15BrN2 (charge +2), computed with ωB97M-V with the def2-TZVPD basis set.

LUMO energy = -0.2956 Ha
HOMO-LUMO gap = 8.7 eV
HOMO level = -16.7794 eV
Structure (SMILES) = [NH3+][C@@H]1C=CC([NH2+]C2CC2)=C[C@@H]1Br
Molar mass = 231.1 g/mol

Structure (ORCA input):
```
! wB97M-V def2-TZVPD RIJCOSX def2/J DEFGRID3
* xyz 2 1
Br 3.547 -1.695 1.261
N -0.089 1.750 0.699
N 1.975 -3.307 -1.083
C 0.488 0.412 0.335
C 0.761 -0.542 1.230
C 1.319 -0.915 -1.449
C 1.159 -2.174 -0.604
C -1.543 1.695 1.085
C -2.311 2.953 0.960
C -2.399 1.891 -0.133
C 1.479 -1.769 0.824
C 0.800 0.250 -1.047
H 1.756 -1.011 -2.429
H -1.784 3.757 0.639
H 1.361 -2.590 1.642
H 0.650 -0.429 2.305
H 1.569 -3.705 -1.999
H 2.968 -3.027 -1.108
H 0.260 2.320 1.516
H -1.941 1.088 1.939
H -2.113 2.050 -1.118
H 2.169 -3.938 -0.235
H 0.846 1.267 -1.590
H 0.183 -2.530 -0.811
H 0.071 2.373 -0.107
H -3.429 1.340 -0.277
H -3.208 3.195 1.454
*
```

***

A single C4H5NO molecule, computed with ωB97M-V with the def2-TZVPD basis set.

LUMO energy = -0.0088 Ha
HOMO-LUMO gap = 9.5 eV
HOMO level = -9.6885 eV
Molar mass = 83.1 g/mol

Structure (ORCA input):
```
! wB97M-V def2-TZVPD RIJCOSX def2/J DEFGRID3
* xyz 0 1
O 0.521 1.205 -1.538
N -0.044 -1.146 -1.232
C 0.023 -0.871 1.410
C 0.396 2.276 -0.761
C 0.008 0.069 -0.980
C -0.658 -0.572 0.100
H 1.110 -0.912 1.282
H -1.749 -0.560 0.120
H -0.317 -1.827 1.821
H -0.207 -0.081 2.133
H 0.879 3.053 -1.395
*
```

***

A molecular structure, C3H5Cl2N2O, computed with ωB97M-V with the def2-TZVPD basis set.

LUMO energy = 0.1263 Ha
HOMO-LUMO gap = 8.9 eV
HOMO level = -5.4726 eV
Molar mass = 156.0 g/mol

Structure (ORCA input):
```
! wB97M-V def2-TZVPD RIJCOSX def2/J DEFGRID3
* xyz -1 1
Cl 2.316 1.815 0.520
Cl 4.059 -0.321 -0.832
O -3.944 1.074 -0.548
N -2.788 0.702 -0.467
N -1.115 -1.477 1.176
C -1.642 0.758 -0.474
C -0.169 -1.110 0.430
C -0.325 0.257 -0.287
H -0.898 -2.356 1.536
H 0.755 -1.654 0.146
H 0.247 0.239 -1.169
H 0.221 0.987 0.256
H 3.284 1.086 -0.289
*
```

***

7 unconnected molecules or ions with the total composition C21H56O21S7, computed with ωB97M-V with the def2-TZVPD basis set.

LUMO energy = 0.0099 Ha
HOMO-LUMO gap = 11.0 eV
HOMO level = -10.7288 eV
Structure (SMILES) = CCOS(C)(=O)=O.CCOS(C)(=O)=O.CCOS(C)(=O)=O.CCOS(C)(=O)=O.CCOS(C)(=O)=O.CCOS(C)(=O)=O.CCOS(C)(=O)=O
Molar mass = 869.1 g/mol

Structure (ORCA input):
```
! wB97M-V def2-TZVPD RIJCOSX def2/J DEFGRID3
* xyz 0 1
S -1.126 4.584 2.775
S 0.791 -0.944 -6.832
S -1.370 -0.433 0.083
S 3.394 2.609 1.334
S 3.719 -3.211 -2.882
S -0.950 -0.749 4.724
S -6.469 -0.602 1.864
O 4.182 -1.949 -2.402
O 0.017 0.142 5.335
O 0.640 -2.305 -6.313
O -0.626 -0.473 -1.275
O 1.676 -0.898 -8.145
O 3.202 3.269 2.735
O 4.756 2.542 1.003
O -1.959 -0.277 3.838
O 1.351 0.086 -6.020
O -1.537 3.142 3.157
O 4.932 -4.279 -2.778
O 2.640 -3.927 -2.296
O -2.736 -0.184 -0.209
O -2.203 5.340 2.229
O -0.955 -1.553 0.882
O 0.089 4.431 2.017
O -7.406 -1.587 2.203
O 2.705 1.347 1.323
O -6.680 -0.357 0.263
O -1.806 -1.508 5.836
O -6.513 0.651 2.556
C -2.946 2.838 3.471
C 3.362 1.941 4.841
C 2.608 3.783 0.360
C 1.277 -0.307 -2.734
C -5.975 0.829 -0.250
C 0.741 -0.906 -1.392
C 2.615 -1.711 -10.150
C -3.825 2.554 2.255
C -0.087 -2.054 3.865
C 1.616 -2.036 -9.102
C -0.878 -0.369 -7.290
C -6.424 1.060 -1.711
C 2.482 2.720 3.820
C -4.757 -1.325 2.042
C -2.152 -2.146 8.153
C 3.418 -3.105 -4.683
C -0.666 0.945 0.974
C 7.121 -3.788 -1.931
C -1.116 -2.032 7.032
C -0.706 5.201 4.379
C 6.319 -3.841 -3.129
H -1.221 1.112 1.899
H 0.060 4.588 4.800
H -2.918 2.021 4.182
H 3.439 -4.079 -5.104
H -6.160 2.098 -1.871
H -4.910 2.319 2.534
H -4.411 -1.205 3.052
H 0.760 -0.792 -3.617
H -3.424 1.762 1.613
H 3.095 4.698 0.497
H -1.370 -0.259 -6.334
H 2.225 -0.914 -10.746
H -3.392 3.684 4.016
H 3.549 -1.390 -9.687
H 1.948 -2.937 -8.563
H 6.680 -3.075 -1.194
H -3.969 -0.817 1.480
H 1.647 2.167 3.437
H -4.731 -2.352 1.758
H 1.523 3.916 0.477
H -0.621 -3.007 6.884
H -0.328 6.204 4.198
H -6.237 1.676 0.387
H 2.365 -0.285 -2.803
H 2.819 3.580 -0.676
H 1.200 -0.389 -0.585
H 0.787 0.678 -2.793
H 7.214 -4.746 -1.486
H -3.159 -2.340 7.732
H -1.893 -2.934 8.900
H 4.158 -2.480 -5.146
H 6.771 -4.465 -3.918
H 0.620 -2.173 -9.506
H 4.266 2.532 5.157
H -0.923 -2.734 3.768
H 0.353 0.875 1.340
H -5.939 0.346 -2.392
H -1.530 -1.025 -7.855
H -3.815 3.497 1.645
H -4.885 0.607 -0.346
H 2.046 3.629 4.244
H -1.563 5.320 5.033
H 8.141 -3.417 -2.079
H 2.775 1.623 5.706
H 6.270 -2.850 -3.501
H -7.476 0.940 -1.819
H 2.774 -2.448 -10.901
H -0.366 -1.288 7.318
H 0.712 -2.534 4.503
H -0.751 1.870 0.392
H 3.647 1.027 4.322
H -0.832 0.610 -7.766
H 0.840 -2.012 -1.318
H -2.319 -1.254 8.729
H 2.394 -2.665 -4.721
H 0.282 -1.670 2.902
*
```

***

2 unconnected molecules or ions with the total composition C4H10, computed with ωB97M-V with the def2-TZVPD basis set.

LUMO energy = 0.0398 Ha
HOMO-LUMO gap = 10.6 eV
HOMO level = -9.5387 eV
Structure (SMILES) = C=CC.C
Molar mass = 58.1 g/mol

Structure (ORCA input):
```
! wB97M-V def2-TZVPD RIJCOSX def2/J DEFGRID3
* xyz 0 1
C 2.264 2.637 0.013
C -0.875 -1.557 -0.362
C -1.176 -0.417 -0.974
C -1.526 -2.201 0.770
H 2.591 1.783 0.674
H 1.305 2.940 0.086
H 2.964 3.442 0.334
H -0.808 -0.001 -1.826
H 2.294 2.235 -0.899
H -1.764 0.260 -0.318
H -2.464 -1.683 1.033
H -0.945 -1.973 1.662
H -1.788 -3.298 0.760
H -0.072 -2.166 -0.954
*
```

***

7 unconnected molecules or ions with the total composition C3H20NO7, computed with ωB97M-V with the def2-TZVPD basis set.

LUMO energy (spin up / spin down) = 0.0007 / -0.1610 Ha
HOMO-LUMO gap (spin up / spin down) = 10.6 / 6.2 eV
HOMO level (spin up / spin down) = -10.5743 / -10.5353 eV
Molar mass = 182.2 g/mol
Expectation value of S² = 0.754

Structure (ORCA input):
```
! wB97M-V def2-TZVPD RIJCOSX def2/J DEFGRID3
* xyz 0 2
O 3.206 -1.936 -1.541
O -2.298 3.298 -0.703
O -0.988 -0.130 0.144
O -0.470 -1.498 -1.786
O -0.352 1.456 -2.206
O -3.476 -1.092 0.208
O 1.570 -0.503 -3.218
N 1.625 -0.503 1.169
C 0.687 0.364 1.829
C 0.970 0.449 3.290
C -0.714 0.029 1.432
H -0.598 -0.923 -0.888
H 0.989 1.388 1.457
H 2.547 -2.161 -2.252
H -1.052 -2.260 -1.641
H -0.942 -0.992 1.781
H 2.108 0.648 3.477
H -2.767 -0.342 -0.079
H 3.249 -0.925 -1.644
H 0.849 -0.430 3.873
H -0.432 0.848 -1.414
H -0.351 0.990 -2.955
H 1.038 -1.175 -2.662
H 1.737 -0.171 0.271
H 0.438 1.304 3.779
H -1.793 2.851 -1.357
H 1.220 -1.437 1.133
H -1.522 0.683 1.951
H -2.379 3.121 0.192
H 1.379 0.341 -2.760
H -3.476 -1.293 1.120
*
```

***

Number 2 is which compound?
C4H5NO

***

The lowest molar mass belongs to which entry?
C4H10

***

Which formula does entry 3 have?
C3H5Cl2N2O